{"formula": "C58H57N9O17", "method": "ωB97M-V/def2-TZVPD", "homo_ev": -8.10, "relative_energy_kj_mol": 3740.20, "lumo_energy_ev": -2.35, "spin_multiplicity": 1, "total_charge": 0, "symbols": ["C", "C", "C", "O", "C", "N", "H", "H", "H", "H", "H", "H", "H", "H", "H", "H", "H", "C", "C", "C", "C", "C", "C", "H", "H", "H", "H", "H", "H", "C", "C", "C", "C", "C", "C", "N", "O", "O", "H", "H", "H", "H", "H", "C", "C", "C", "C", "C", "C", "N", "O", "O", "H", "H", "H", "H", "H", "C", "C", "C", "C", "C", "C", "N", "O", "O", "H", "H", "H", "H", "H", "C", "C", "C", "C", "C", "C", "N", "O", "O", "H", "H", "H", "H", "H", "C", "C", "C", "C", "C", "C", "N", "O", "O", "H", "H", "H", "H", "H", "C", "C", "C", "C", "C", "C", "N", "O", "O", "H", "H", "H", "H", "H", "C", "C", "C", "C", "C", "C", "N", "O", "O", "H", "H", "H", "H", "H", "C", "C", "C", "C", "C", "C", "N", "O", "O", "H", "H", "H", "H", "H"], "coordinates": [[-4.091596, -2.005420, -0.228065], [-3.561690, -2.738409, 1.036457], [-2.308597, -2.076291, 1.689110], [-2.447876, -0.741607, 1.869002], [-1.167436, -0.112844, 2.198847], [-4.732332, -2.658305, 1.886580], [-3.226820, -1.759890, -0.844494], [-4.526185, -1.018156, -0.071432], [-4.879231, -2.497263, -0.798879], [-3.484641, -3.820009, 0.925474], [-1.483256, -2.293130, 1.010956], [-2.172327, -2.482126, 2.691516], [-1.255931, 0.933291, 2.491880], [-0.539285, -0.133812, 1.308289], [-0.572110, -0.580465, 2.983073], [-5.554972, -2.884233, 1.345915], [-4.764068, -1.705486, 2.220089], [4.440317, -0.808786, 1.323188], [4.831675, 0.553456, 1.465445], [4.102046, 1.487792, 0.697312], [3.147590, 1.066104, -0.239442], [2.853840, -0.274756, -0.306306], [3.360809, -1.197235, 0.564732], [4.898518, -1.599295, 1.898986], [5.661337, 0.731730, 2.133478], [4.233044, 2.549228, 0.847615], [2.729777, 1.764299, -0.949627], [2.134107, -0.702537, -0.988504], [3.099694, -2.244943, 0.587613], [2.601449, 4.203829, 4.251194], [1.330170, 4.720081, 4.093020], [0.174225, 3.849626, 4.028126], [0.441334, 2.430590, 4.059638], [1.775469, 1.973495, 4.271347], [2.820091, 2.841319, 4.357411], [-0.680578, 1.392722, 4.138411], [-1.796843, 1.741967, 4.132897], [-0.297650, 0.238264, 4.129252], [3.450685, 4.848915, 4.421683], [1.249638, 5.797058, 4.098369], [-0.871749, 4.115901, 3.990098], [1.985907, 0.919822, 4.380388], [3.818184, 2.535483, 4.634342], [2.392747, -1.298708, 3.145481], [3.583039, -1.600013, 3.739328], [3.694535, -1.646064, 5.098956], [2.507795, -1.328180, 5.921922], [1.310650, -1.279292, 5.249366], [1.181469, -1.207336, 3.884625], [2.530683, -1.335411, 7.381573], [3.542407, -1.753627, 7.859897], [1.613188, -0.861146, 8.092527], [2.298415, -1.210701, 2.073212], [4.455204, -1.689411, 3.108665], [4.635849, -1.772047, 5.613214], [0.406044, -1.141208, 5.822976], [0.239878, -0.983214, 3.405475], [-2.992447, -0.034855, -3.674008], [-1.711018, 0.410308, -3.800890], [-0.913649, -0.136817, -4.796285], [-1.350311, -1.137578, -5.653861], [-2.691352, -1.544894, -5.630826], [-3.466381, -0.935092, -4.631125], [-0.338016, -1.736206, -6.594180], [-0.516715, -2.879120, -6.975177], [0.583298, -1.058491, -7.024391], [-3.637166, 0.396228, -2.922413], [-1.452284, 1.227181, -3.143485], [0.119119, 0.160411, -4.903227], [-3.082687, -2.308826, -6.286302], [-4.481036, -1.262342, -4.458517], [-2.915943, 3.014688, 2.363655], [-2.992056, 2.711373, 0.967774], [-2.447319, 3.593907, 0.077598], [-1.812488, 4.742497, 0.514704], [-1.638251, 5.000251, 1.894261], [-2.251482, 4.126939, 2.832304], [-1.180114, 5.659827, -0.425010], [-0.991355, 6.842067, -0.123426], [-0.628769, 5.159288, -1.360013], [-3.397698, 2.358885, 3.073752], [-3.426324, 1.788867, 0.611688], [-2.466638, 3.406197, -0.985793], [-1.255565, 5.967575, 2.184508], [-2.218506, 4.331212, 3.892291], [0.820777, 1.964233, 1.683288], [0.011346, 2.668293, 0.742267], [-0.453296, 1.996242, -0.406670], [0.008795, 0.696809, -0.657207], [0.779657, -0.061188, 0.311242], [1.145238, 0.634006, 1.440058], [-0.338708, 0.083001, -1.982684], [-0.648010, -1.072240, -2.063291], [-0.276727, 0.856898, -2.881928], [1.286677, 2.409132, 2.550120], [-0.228824, 3.719426, 0.804082], [-0.992793, 2.504501, -1.192165], [1.027602, -1.076759, 0.040046], [1.657242, 0.141436, 2.253470], [-0.552891, -2.972343, -1.911001], [0.399310, -2.887138, -2.912126], [0.112571, -3.517187, -4.119281], [-1.068235, -4.303929, -4.305302], [-1.934168, -4.433045, -3.164110], [-1.656013, -3.801437, -1.936840], [-1.460447, -4.892483, -5.609487], [-2.616695, -5.015268, -5.932691], [-0.531737, -5.179772, -6.435043], [-0.461816, -2.520763, -0.934175], [1.267346, -2.247608, -2.974847], [0.789575, -3.364070, -4.946695], [-2.766770, -5.117628, -3.231302], [-2.219545, -4.157644, -1.087165], [-0.138208, -6.234853, 1.708523], [-0.770325, -5.038450, 1.383471], [0.008808, -4.005796, 0.936793], [1.426977, -4.124507, 0.649940], [1.949385, -5.445578, 0.814212], [1.196177, -6.466566, 1.351875], [2.321136, -3.052244, 0.048944], [1.885901, -1.977055, -0.210055], [3.465086, -3.313007, -0.231485], [-0.848692, -6.926617, 2.136397], [-1.800912, -4.861868, 1.653873], [-0.504844, -3.055766, 0.932600], [2.982592, -5.546295, 0.516347], [1.625475, -7.446601, 1.498923], [0.056137, 3.299793, -3.456812], [0.304106, 4.618634, -3.087930], [0.624586, 5.555502, -4.071474], [0.714160, 5.087049, -5.430946], [0.503891, 3.720375, -5.775783], [0.166052, 2.818308, -4.782748], [0.895851, 6.067563, -6.529088], [0.410741, 7.176337, -6.384876], [1.502937, 5.718650, -7.607966], [-0.219802, 2.610494, -2.672506], [0.113020, 4.955908, -2.079899], [0.766643, 6.588735, -3.791040], [0.714692, 3.316907, -6.755158], [-0.014519, 1.790377, -5.060498]], "atomic_forces_ev_per_a": [[2.1, 0.4, -1.0], [-2.1, 1.4, -0.4], [-1.3, -1.6, -0.5], [0.0, 2.9, 0.5], [-2.3, -1.3, -3.5], [0.2, -0.2, 2.3], [-0.1, -0.2, -0.8], [0.1, 0.0, 1.0], [0.4, -0.7, 0.0], [0.9, 0.1, -0.7], [-0.7, 0.7, 0.3], [0.4, -0.9, 0.0], [-1.2, -1.1, -1.7], [-2.1, -0.5, 0.9], [-3.7, -0.4, -3.3], [-0.1, 0.2, 0.2], [-0.6, 0.1, 0.1], [1.3, 2.2, -0.3], [-1.2, -1.8, -0.9], [0.0, -0.1, 0.1], [2.6, 0.3, 0.1], [2.1, 3.1, -2.0], [6.1, 3.7, 2.3], [0.9, 0.4, -1.3], [0.0, 0.7, 0.0], [0.3, 0.1, -0.1], [-0.3, 0.2, 0.2], [1.7, 2.7, -1.5], [6.9, 7.4, 4.9], [-0.2, 0.2, 0.1], [-1.4, -1.0, -0.1], [2.2, -2.1, 0.9], [0.3, 1.9, 2.9], [-1.3, -0.8, 1.1], [0.1, 0.5, 0.4], [4.8, 1.4, 1.4], [-2.7, 0.9, 1.5], [-1.1, 5.6, 5.9], [-0.1, 0.3, -0.2], [-0.5, 0.0, -0.1], [1.8, 0.3, 0.5], [-0.2, 0.0, 0.0], [0.0, -0.5, -0.3], [-3.2, -1.3, 0.7], [0.8, 0.0, 0.9], [-1.6, 1.2, 3.0], [1.2, -1.6, -2.8], [-1.1, 0.6, 1.5], [4.2, -2.5, -1.0], [-1.1, 1.4, 1.3], [1.3, -0.7, 0.6], [0.9, -0.8, -2.2], [0.3, -0.6, 0.8], [-0.5, -0.4, 1.5], [0.1, -0.2, -0.1], [0.0, -0.1, 0.4], [3.5, -3.4, 0.5], [-0.5, -0.6, -1.1], [-5.4, -0.4, -4.4], [0.3, -1.1, -1.5], [-0.1, 0.7, 0.3], [0.4, 0.6, 1.0], [-0.5, -1.2, 0.3], [-0.3, 0.0, -1.3], [-0.6, 1.0, 0.4], [-0.3, 0.4, 1.0], [-0.2, -0.2, 0.0], [-3.8, 2.0, -1.7], [0.0, -0.4, 0.0], [0.0, 0.0, 0.0], [-0.2, -0.1, -0.5], [-0.9, -0.6, -1.5], [0.0, 0.6, 1.8], [-0.6, 0.9, -1.0], [-1.1, 0.9, 2.0], [-2.1, 0.1, -0.4], [-0.5, 1.1, -2.3], [0.2, 3.0, 4.2], [-1.0, -1.5, -0.1], [-7.6, 1.1, 6.1], [-0.2, 0.1, -0.3], [-0.2, 0.0, 0.2], [-0.5, 0.2, 0.0], [0.4, -0.1, 0.1], [-0.9, 0.2, -0.3], [0.1, 0.1, -3.1], [1.1, -1.5, -0.4], [2.0, -0.8, 0.4], [-0.1, -0.7, 1.5], [-3.4, 3.9, -2.6], [0.2, 1.9, 1.2], [3.1, 1.9, 5.8], [-1.5, 2.5, -0.7], [8.8, -0.8, 2.7], [-0.1, 0.2, -2.4], [0.8, -0.8, 0.5], [0.2, -0.2, 0.4], [-2.9, 2.0, 1.8], [-0.1, 0.9, -0.8], [0.4, -3.3, 2.8], [-0.6, -1.5, -2.0], [-0.7, -1.0, -0.5], [-0.5, 0.9, 2.3], [0.8, -0.3, -1.4], [0.4, -1.3, -2.7], [3.1, -0.6, -2.6], [-0.6, 0.2, 1.0], [-1.8, 0.1, 3.0], [0.8, -0.7, -0.2], [0.0, 0.1, 0.7], [0.0, -0.3, -0.1], [-0.2, 0.0, -0.2], [-0.1, 0.7, 0.2], [-0.7, 0.1, -0.8], [1.4, -0.3, 0.8], [2.4, 1.8, -0.6], [-1.5, -2.1, 0.7], [0.5, 2.4, -0.5], [-0.9, -0.1, 0.4], [-7.6, -10.1, -4.4], [-5.9, -10.9, -3.0], [0.8, -3.5, -1.0], [0.7, -0.8, 0.2], [0.0, 0.0, -0.1], [1.3, -0.6, -0.5], [0.1, -0.5, 0.1], [0.1, 0.0, 0.0], [0.0, 0.1, -0.6], [2.9, -1.4, -5.2], [-0.1, -1.3, -2.0], [-0.4, -0.4, 0.9], [0.8, 1.1, 0.4], [0.0, 1.3, 0.9], [1.2, -0.3, -2.8], [0.4, -0.7, 0.2], [-1.7, 0.5, 3.3], [0.4, 1.1, -0.6], [6.0, -1.3, -5.1], [0.1, 0.2, -0.4], [-0.2, 0.5, -0.3], [0.1, 0.6, 0.1]], "mulliken_charge": [-1.24, 0.53, 0.06, -0.50, 2.38, -0.87, -0.06, 0.39, 0.43, -0.17, 0.08, 0.63, -1.66, -0.65, -0.10, 0.33, 0.32, -0.64, -1.37, -0.72, -0.59, -0.19, 0.04, 1.17, 0.47, 0.45, 0.68, 1.00, -0.47, -0.76, -1.07, -0.49, 0.81, 0.11, -0.34, 0.41, -0.59, -0.38, 0.47, 0.45, 0.70, 0.03, 0.52, 1.15, -0.68, -1.16, -0.50, -0.15, -0.16, 0.96, -0.60, -0.61, 0.02, 0.19, 0.54, 0.56, 0.02, -0.74, 1.12, 0.25, -0.08, -0.68, -0.89, 1.06, -0.55, -0.66, 0.62, 0.16, 0.38, 0.41, 0.36, -0.50, -0.62, -0.41, -0.59, 0.37, -0.92, 0.76, -0.64, -0.29, 0.48, 0.46, 0.87, 0.57, 0.55, 0.14, -1.60, -0.77, 1.06, 0.27, -0.04, -0.02, 0.70, -0.02, -0.58, 1.07, 0.28, 0.43, 0.02, 1.74, -0.25, -0.32, -0.84, -1.13, -0.43, 1.16, -0.63, -0.60, -1.06, 0.42, 0.83, 0.47, 0.36, -0.66, -0.47, 1.62, 0.27, -0.99, -0.86, 1.01, 0.25, -0.74, 0.47, 0.23, -1.19, 0.58, 0.40, 0.89, -0.38, -1.18, 0.08, -0.94, -1.22, 0.85, -0.53, -0.56, 0.03, 0.50, 0.48, 0.51, 0.90]}